This record from the OMol25 dataset describes a cluster of 9 separate species, C37H62F5N2O26S in total at a distorted geometry. The level of theory is ωB97M-V with the def2-TZVPD basis set.

```
133
Properties=species:S:1:pos:R:3:forces:R:3:lowdin_charge:R:1
N -3.840359 4.378478 1.247406 1.5 -1.0 0.6 -0.074
C -3.885241 2.842721 1.109496 -0.2 -0.4 -0.1 -0.287
C -4.958171 2.365347 -0.052355 0.1 -0.4 -0.5 -0.155
C -4.207972 1.634769 -1.356704 1.0 2.3 1.4 -0.188
N -4.695526 0.221544 -1.581588 1.3 -1.0 -1.3 -0.097
C -5.311878 0.015229 -2.946195 0.4 -1.5 -2.9 -0.519
S -6.796150 1.171122 -3.282690 0.2 0.1 -0.2 0.633
C -4.262896 0.215817 -4.208141 4.9 -1.4 -5.6 -0.477
O -3.674413 1.362669 -4.558500 -3.5 -4.3 2.8 -0.161
O -3.876983 -0.984338 -5.022573 -2.9 5.3 4.9 -0.298
C -3.666608 -0.826591 -1.227144 0.2 -0.3 1.1 -0.276
F -4.084344 -2.230315 -1.535118 1.0 4.2 0.6 -0.010
F -2.333903 -0.639529 -1.844670 -3.4 -0.6 1.6 0.000
C -3.514842 -0.780133 0.437850 0.4 -0.3 4.2 -0.010
C -4.793203 -1.293468 1.331415 2.7 0.8 2.0 0.023
C -4.791347 -1.357760 2.996292 3.9 1.5 -2.0 -0.043
C -3.433283 -0.875651 3.815465 -0.4 0.0 -4.6 -0.002
C -2.136561 -0.345520 2.907236 -2.4 -1.2 -1.0 -0.040
C -0.746998 0.109348 3.718813 -1.0 -0.4 -0.4 -0.230
F -0.530905 -0.707291 4.959924 -0.4 2.8 -3.8 -0.013
F 0.428231 -0.113998 2.813543 -3.6 1.3 3.1 -0.040
F -0.849089 1.529506 4.133824 1.0 -4.4 -1.1 0.005
C -2.168599 -0.293903 1.236092 -3.2 -1.4 2.0 0.070
H -3.215488 4.757624 0.473760 -1.1 -0.7 1.2 0.073
H -3.264938 4.513340 2.129988 -0.9 0.1 -1.4 0.059
H -4.204823 2.315066 2.124532 0.7 1.5 -2.0 0.114
H -2.778022 2.516922 0.906483 -2.2 0.0 0.1 0.090
H -5.598949 3.287496 -0.455628 1.5 -1.9 1.1 0.116
H -5.704887 1.573063 0.376944 1.4 1.6 -0.7 0.095
H -3.044666 1.703304 -1.098607 -2.5 -0.6 -0.8 0.129
H -4.375551 2.368899 -2.255476 0.3 -2.2 1.3 0.116
H -5.764291 -1.080729 -3.086106 1.4 2.5 0.7 0.124
H -6.793335 1.542706 -4.658039 0.9 -0.9 1.7 -0.095
H -5.757995 -1.675518 0.789985 2.2 0.9 1.0 0.105
H -5.723703 -1.749817 3.617882 2.2 1.0 -1.7 0.089
H -3.416183 -0.933333 4.993635 0.2 0.2 -2.8 0.097
H -1.231310 0.088202 0.646457 -2.1 -0.9 1.3 0.117
C 0.691318 -2.883894 2.551076 0.2 0.2 0.4 -0.049
O -0.104942 -3.693417 1.688038 0.5 -0.8 -0.8 0.006
C 0.609227 -4.501962 0.864965 -0.2 0.1 0.0 -0.529
O 1.826797 -4.579715 0.815506 -1.9 0.2 0.3 0.081
O -0.265961 -5.209010 0.106351 0.7 0.7 0.8 0.008
C 0.348663 -6.108614 -0.814060 0.1 -0.3 -0.4 -0.041
H 0.017400 -2.278658 3.163611 0.0 -0.5 -0.4 0.061
H 1.295022 -3.508289 3.217669 0.0 0.1 -0.2 0.104
H 1.327329 -2.208906 1.969303 0.0 -0.3 0.1 0.099
H 0.938601 -6.861907 -0.282050 0.0 0.2 -0.1 0.100
H 0.970906 -5.562524 -1.530415 -0.1 -0.1 0.2 0.090
H -0.443906 -6.620152 -1.367000 0.0 0.3 0.3 0.098
C 2.559784 0.909785 3.936074 -0.4 -0.2 -0.2 -0.062
O 3.682793 1.655932 4.401158 1.2 0.1 -0.4 -0.016
C 4.779146 1.568292 3.606450 0.0 -0.5 -0.4 -0.588
O 4.865261 0.925957 2.571579 -0.1 1.0 1.5 0.115
O 5.763182 2.319089 4.162640 -0.8 -0.5 -0.2 -0.019
C 6.986026 2.320884 3.428571 0.5 0.0 -0.3 -0.049
H 1.741430 1.052270 4.647177 0.4 0.2 0.0 0.085
H 2.232589 1.274641 2.957045 0.3 -0.2 0.2 0.097
H 2.796671 -0.158219 3.893302 0.0 0.2 -0.2 0.104
H 6.835819 2.742159 2.429333 0.0 -0.2 0.1 0.099
H 7.399902 1.309299 3.365589 -0.2 0.2 -0.1 0.098
H 7.700618 2.952023 3.963923 -0.4 -0.1 0.1 0.094
C 6.154274 -7.759990 -4.031197 0.2 -0.1 -0.5 -0.042
O 5.689396 -7.597456 -2.692668 -0.4 0.9 -0.1 -0.068
C 5.052651 -6.421676 -2.461741 -0.4 0.9 -0.1 -0.550
O 4.860161 -5.537298 -3.281370 0.4 -1.5 1.2 0.122
O 4.667199 -6.400247 -1.160842 0.7 -0.5 -1.4 -0.023
C 3.979303 -5.212883 -0.772040 -0.2 0.6 0.4 -0.041
H 6.646822 -8.733674 -4.101983 -0.2 0.1 0.3 0.095
H 5.315995 -7.746237 -4.735307 0.2 0.2 0.1 0.100
H 6.885627 -6.985119 -4.282748 -0.3 0.0 0.0 0.101
H 3.054110 -5.097314 -1.345778 0.4 0.0 0.1 0.079
H 4.623742 -4.336196 -0.893218 -0.1 -0.2 -0.2 0.107
H 3.718637 -5.304399 0.285910 0.3 -0.3 -0.5 0.082
C 2.094469 -9.601702 -2.819018 0.3 0.4 0.2 -0.051
O 1.349174 -10.636268 -3.458078 -1.0 0.0 -0.2 -0.008
C 0.015685 -10.397428 -3.535486 -0.3 0.5 0.2 -0.558
O -0.560876 -9.406153 -3.116058 0.9 -1.5 -0.6 0.109
O -0.565266 -11.452607 -4.160355 0.6 0.7 0.5 -0.012
C -1.978696 -11.338549 -4.313355 -0.5 0.0 -0.1 -0.053
H 3.147040 -9.897900 -2.812850 -0.3 -0.2 -0.1 0.089
H 2.004491 -8.662088 -3.373729 -0.1 -0.1 0.2 0.102
H 1.766776 -9.473674 -1.782290 -0.1 0.1 -0.2 0.097
H -2.231513 -10.468458 -4.927797 0.0 -0.1 0.3 0.101
H -2.469227 -11.280043 -3.336358 0.1 0.2 -0.2 0.099
H -2.336792 -12.236272 -4.824667 0.4 0.1 0.1 0.092
C 0.639846 8.335812 -0.789087 0.5 -0.3 0.1 -0.052
O -0.452665 9.207976 -1.071817 -1.0 -0.2 -0.3 -0.016
C -1.609802 8.570819 -1.382132 -0.1 -0.6 0.0 -0.561
O -1.771235 7.361562 -1.433173 0.2 1.9 0.1 0.112
O -2.556265 9.512174 -1.625910 0.9 -0.5 0.2 -0.020
C -3.835857 8.983092 -1.967845 -0.6 -0.2 -0.2 -0.046
H 1.512117 8.951971 -0.554210 -0.3 0.1 -0.1 0.090
H 0.417715 7.708046 0.079960 0.0 0.0 -0.3 0.099
H 0.878375 7.720049 -1.662310 -0.2 0.0 0.2 0.101
H -4.236925 8.381275 -1.145973 0.1 0.0 -0.2 0.103
H -3.776265 8.393277 -2.888242 0.0 0.0 0.3 0.102
H -4.513637 9.823404 -2.141252 0.3 0.0 0.1 0.083
C 5.520933 8.823369 1.517889 0.0 0.4 -0.2 -0.054
O 5.576200 7.554012 2.165862 -0.7 -0.7 -0.1 -0.011
C 4.489658 6.769994 1.951450 -0.4 -0.1 -0.2 -0.557
O 3.516205 7.062858 1.274996 1.4 -0.3 0.9 0.104
O 4.673749 5.603648 2.620116 0.1 1.1 -0.5 -0.003
C 3.600971 4.673647 2.484287 -0.4 -0.5 -0.1 -0.027
H 6.439658 9.365596 1.757905 -0.1 -0.4 0.1 0.092
H 5.467809 8.700100 0.431309 -0.2 0.0 0.2 0.098
H 4.670663 9.407437 1.884611 0.1 -0.2 -0.2 0.098
H 3.471113 4.384457 1.436422 -0.1 0.2 0.2 0.110
H 2.673966 5.091794 2.889724 0.1 0.0 -0.2 0.106
H 3.854725 3.778735 3.059021 0.1 0.5 0.0 0.072
C 5.304044 -9.143659 -0.278068 0.1 0.5 -0.2 -0.049
O 5.771072 -10.389380 0.235990 -0.5 -0.8 1.2 -0.004
C 5.113583 -10.818315 1.342766 -0.3 0.5 0.0 -0.560
O 4.194863 -10.239022 1.900745 1.3 -0.9 -0.7 0.108
O 5.655389 -12.003449 1.721278 -0.3 0.7 -0.3 -0.015
C 5.057865 -12.577899 2.881957 -0.2 -0.2 0.4 -0.057
H 5.899944 -8.897828 -1.161326 -0.1 -0.4 0.6 0.080
H 4.254752 -9.220138 -0.581072 0.1 0.1 0.2 0.090
H 5.438031 -8.346584 0.460375 -0.2 -0.2 -0.1 0.104
H 3.998812 -12.791703 2.705301 0.2 0.2 0.1 0.098
H 5.182089 -11.918148 3.746748 -0.2 0.0 -0.2 0.097
H 5.568524 -13.521408 3.093140 0.1 0.2 -0.3 0.091
C -4.628244 12.940500 -0.438067 0.5 -0.3 0.1 -0.047
O -5.720757 13.812664 -0.720796 -1.1 -0.3 -0.3 -0.012
C -6.877893 13.175507 -1.031112 0.0 -0.5 0.0 -0.560
O -7.039327 11.966250 -1.082152 0.2 1.8 0.1 0.108
O -7.824356 14.116862 -1.274888 0.8 -0.5 0.2 -0.013
C -9.103949 13.587780 -1.616824 -0.5 -0.2 -0.1 -0.054
H -3.755974 13.556659 -0.203188 -0.4 0.1 -0.1 0.096
H -4.850376 12.312735 0.430981 0.0 0.0 -0.3 0.102
H -4.389716 12.324737 -1.311289 -0.1 0.0 0.2 0.090
H -9.505017 12.985962 -0.794952 0.2 0.0 -0.2 0.099
H -9.044356 12.997965 -2.537222 0.0 0.0 0.3 0.099
H -9.781728 14.428091 -1.790231 0.4 0.0 0.1 0.092
```
Positions in Å, forces in eV/Å.

Output
- Energy: -119999.760 eV
- Spin multiplicity: 1
- Net charge: -1
- Maximum force: 7.78 eV/Å
- HOMO energy: -0.156 Ha

This record from the OMol25 dataset describes a cluster of 7 separate species, C37H63ClF8N3O15S7 in total at a distorted geometry. The level of theory is ωB97M-V with the def2-TZVPD basis set.

```
134
Properties=species:S:1:pos:R:3:forces:R:3:lowdin_charge:R:1
C 5.039848 -0.158853 -3.828811 0.6 0.3 0.1 -0.113
N 3.982227 -1.207935 -3.584306 -0.4 2.0 0.2 -0.091
C 2.618249 -0.631563 -3.767043 -0.5 -3.1 -1.2 -0.162
N 2.007831 -0.114585 -2.481955 -1.0 1.6 2.1 0.024
C 1.869109 1.333462 -2.342940 -2.0 -2.9 5.1 -0.015
C 2.252293 2.543077 -3.302893 -1.1 0.3 0.1 -0.073
C 3.505392 3.411724 -2.817355 3.5 -0.9 1.6 -0.671
O 4.572306 2.978095 -2.346196 -4.7 1.3 -2.0 0.014
Cl 3.328119 5.247302 -2.952269 -0.3 -2.1 0.0 0.639
C 1.204174 1.407950 -0.948219 1.4 1.8 -2.9 -0.016
C 0.863162 2.885834 -0.451902 -0.3 0.1 0.0 -0.054
C -0.590520 3.374202 -1.017726 0.4 0.3 0.5 -0.151
F -1.330296 3.843757 0.130884 0.8 -1.1 -2.0 -0.087
N 0.980462 0.104110 -0.360689 2.3 0.8 -3.4 0.124
C 0.335995 -0.142546 0.947181 -0.6 -0.2 2.6 -0.233
F 0.833894 -1.296913 1.617009 -0.9 2.7 -2.2 0.104
F 0.536820 0.946009 1.867163 -0.2 -2.5 -2.8 0.099
C -1.278141 -0.287913 0.827178 -1.8 -0.2 -1.5 -0.171
F -1.828367 0.764296 0.010262 1.8 -2.3 2.0 0.084
F -1.682448 -1.498282 0.213007 1.5 2.8 1.5 0.106
C -2.039103 -0.194151 2.237320 -2.9 -0.1 1.8 -0.291
F -2.220211 1.140960 2.695490 1.0 -3.6 -1.2 0.102
F -3.368262 -0.691824 2.005786 3.4 1.3 0.5 0.084
F -1.498659 -0.999585 3.259803 -0.9 2.3 -2.7 0.115
C 1.524954 -0.867773 -1.333463 0.5 3.7 -1.3 -0.095
S 1.605864 -2.715597 -1.177857 -2.9 -7.5 -2.6 0.800
C 2.760331 -3.267118 0.213499 -0.1 0.3 1.2 -0.120
O 2.150414 -3.402700 -2.428691 -0.4 3.7 3.0 -0.329
O 0.245054 -3.362239 -0.927537 2.8 6.8 -1.2 -0.352
H 5.040262 0.540553 -2.923803 0.3 -0.4 -1.6 0.073
H 6.078398 -0.641776 -3.917501 -1.7 0.6 0.2 0.099
H 4.856305 0.389608 -4.829359 0.2 -0.8 1.7 0.101
H 4.055896 -1.411043 -2.570783 0.0 -0.5 -1.0 0.093
H 2.554068 0.125165 -4.630914 0.2 -0.8 1.9 0.140
H 1.941791 -1.515520 -4.092378 1.0 1.5 0.7 0.144
H 1.340983 3.258892 -3.301337 1.5 -1.2 0.0 0.124
H 2.384204 2.239573 -4.410293 0.0 0.3 1.9 0.142
H 1.616463 3.637686 -0.910223 -0.9 -1.6 0.7 0.112
H 0.950440 3.036045 0.686262 -0.4 -0.4 -1.8 0.135
H -0.450560 4.248114 -1.739860 -0.2 -1.0 1.3 0.107
H -1.133561 2.546768 -1.598613 0.5 1.1 1.3 0.122
H 2.051807 -3.477351 1.102912 1.3 0.6 -1.5 0.082
H 3.557399 -2.485647 0.459103 -1.1 -1.0 -0.5 0.086
H 3.197030 -4.286035 -0.104824 -0.7 2.0 0.0 0.096
C -5.958890 -2.074617 3.712947 0.1 0.0 0.2 -0.229
C -5.265613 -3.178368 2.911553 0.2 0.1 -0.1 -0.232
C -6.233903 -4.359636 2.824853 0.6 -0.3 0.0 -0.224
S -7.880400 -3.665320 2.922932 -0.3 0.0 -0.2 0.667
O -8.497904 -4.117634 4.147394 0.0 0.0 -0.4 -0.315
O -8.529224 -3.794984 1.638349 0.0 -0.1 0.4 -0.323
C -7.366542 -1.970616 3.141005 0.2 0.5 0.1 -0.231
H -5.425356 -1.124559 3.640251 -0.1 -0.1 0.0 0.102
H -6.003577 -2.357988 4.769678 0.0 0.1 -0.1 0.123
H -5.041234 -2.811222 1.904629 0.0 0.0 0.1 0.109
H -4.319565 -3.477051 3.369550 -0.1 0.0 -0.1 0.113
H -6.125337 -4.900979 1.884370 -0.2 0.0 0.1 0.105
H -6.105638 -5.044543 3.664935 -0.2 0.1 -0.1 0.107
H -8.061749 -1.453183 3.801656 -0.1 -0.2 -0.1 0.111
H -7.357538 -1.495540 2.157370 -0.1 -0.1 0.1 0.110
C -0.148875 -8.634145 -0.184672 0.2 0.0 -0.1 -0.226
C 0.681909 -8.421713 1.081685 -0.2 -0.1 0.2 -0.205
C 1.785650 -7.418125 0.743188 0.3 -0.4 0.4 -0.219
S 1.141445 -6.392191 -0.575592 -0.5 -0.6 0.2 0.705
O 1.923790 -6.629552 -1.766908 0.1 0.5 0.2 -0.306
O 0.894747 -5.053334 -0.066996 1.1 -3.5 1.0 -0.422
C -0.417315 -7.241749 -0.741901 -0.4 -0.2 0.0 -0.213
H -1.077526 -9.167883 0.024885 0.1 0.0 -0.1 0.125
H 0.423092 -9.222181 -0.906269 -0.2 0.1 0.1 0.085
H 0.043262 -8.014147 1.872533 0.1 0.0 -0.1 0.119
H 1.102063 -9.359767 1.451192 0.0 0.1 0.0 0.121
H 2.036176 -6.790999 1.600135 0.1 0.1 -0.2 0.102
H 2.682770 -7.919155 0.374113 -0.1 0.1 -0.1 0.107
H -0.727062 -7.249593 -1.786798 0.1 0.2 0.0 0.115
H -1.153809 -6.709644 -0.134898 0.1 0.1 -0.1 0.112
C 0.356033 8.124829 2.579336 0.0 0.2 0.1 -0.211
C -0.893700 8.685832 1.898165 -0.1 0.0 0.2 -0.199
C -0.630051 8.695849 0.391398 -0.3 0.2 0.1 -0.233
S 0.535682 7.376157 0.079464 -0.2 0.4 0.6 0.668
O 1.777100 7.955899 -0.382216 -0.1 -0.4 -0.4 -0.323
O -0.131297 6.307905 -0.638451 0.4 -0.1 -0.5 -0.354
C 0.739053 6.885128 1.782704 0.1 -0.2 0.4 -0.231
H 0.173390 7.886034 3.629091 0.1 0.0 -0.1 0.119
H 1.163468 8.863004 2.535452 0.0 -0.1 0.0 0.125
H -1.749640 8.039187 2.118291 0.1 0.0 0.0 0.120
H -1.137332 9.686504 2.261659 0.0 -0.1 -0.1 0.123
H -1.542243 8.515024 -0.177407 0.2 0.0 -0.1 0.105
H -0.173078 9.633386 0.072098 0.0 -0.3 0.1 0.073
H 1.765431 6.562059 1.957241 -0.1 0.0 -0.2 0.111
H 0.046953 6.062296 1.977936 0.1 0.0 -0.1 0.104
C -0.580103 1.458899 5.816274 0.0 -0.2 0.0 -0.230
C 0.278739 1.729120 7.053266 -0.1 -0.1 0.2 -0.212
C 1.321982 2.779526 6.666446 0.3 -0.3 0.4 -0.220
S 0.588983 3.753574 5.356699 -0.3 0.2 0.3 0.662
O 1.343690 3.535041 4.141746 -0.1 0.2 0.0 -0.340
O 0.296507 5.078137 5.854443 0.3 -0.2 -0.5 -0.322
C -0.932201 2.828257 5.250556 -0.4 -0.3 -0.1 -0.233
H -1.475710 0.884215 6.061801 0.1 0.0 0.0 0.120
H -0.001329 0.887357 5.082641 -0.1 0.0 0.0 0.109
H -0.353832 2.116811 7.858304 0.1 0.0 -0.1 0.122
H 0.755175 0.817757 7.421499 0.0 0.1 0.0 0.118
H 1.568766 3.430380 7.505940 0.0 0.1 -0.2 0.108
H 2.229861 2.316545 6.275557 -0.1 0.1 -0.1 0.107
H -1.273098 2.791202 4.216439 0.1 0.2 0.1 0.088
H -1.674201 3.332413 5.873782 0.1 0.0 -0.1 0.115
C -0.101160 11.979962 -4.656093 0.2 0.0 -0.1 -0.221
C -0.311270 10.465864 -4.721802 -0.1 0.0 -0.2 -0.217
C 0.041763 9.893551 -3.347493 0.1 -0.5 -0.4 -0.222
S -0.277301 11.198697 -2.165670 -0.1 0.3 -0.2 0.667
O 0.977542 11.599823 -1.573747 -0.4 -0.2 0.2 -0.307
O -1.431136 10.846218 -1.366355 0.3 0.3 0.0 -0.336
C -0.760007 12.432776 -3.359893 -0.1 0.3 -0.4 -0.230
H -0.530756 12.486876 -5.522538 0.1 0.0 0.1 0.119
H 0.970377 12.203346 -4.629908 -0.1 0.0 0.0 0.123
H -1.360741 10.253435 -4.950977 0.1 0.0 0.0 0.119
H 0.294506 10.007500 -5.506841 -0.1 0.0 0.1 0.116
H -0.572479 9.025794 -3.102847 0.1 0.1 0.2 0.104
H 1.099261 9.630784 -3.282948 -0.1 0.1 0.2 0.110
H -0.429668 13.417884 -3.031206 0.0 -0.1 0.2 0.112
H -1.848997 12.408980 -3.442834 0.1 0.0 0.1 0.111
C 2.986980 -12.176049 -3.754287 0.1 -0.1 -0.1 -0.221
C 1.855137 -11.566929 -4.584004 0.1 0.2 -0.2 -0.217
C 0.533781 -12.038699 -3.973907 -0.2 0.1 -0.6 -0.221
S 0.859697 -12.330051 -2.238888 0.1 -0.1 0.0 0.679
O 0.709469 -13.740953 -1.972926 -0.1 0.4 0.2 -0.308
O 0.185791 -11.319865 -1.450368 0.0 -0.5 0.0 -0.340
C 2.601466 -11.947690 -2.298839 0.5 0.1 0.0 -0.232
H 3.951778 -11.722004 -3.989483 -0.1 -0.1 0.0 0.118
H 3.058826 -13.249159 -3.959034 0.0 0.1 0.1 0.123
H 1.914609 -10.474585 -4.534764 0.0 -0.1 0.0 0.118
H 1.927015 -11.851549 -5.636086 0.0 0.0 0.1 0.118
H -0.247614 -11.284353 -4.073293 0.0 -0.2 0.2 0.105
H 0.201411 -12.978913 -4.417376 0.0 0.0 0.2 0.109
H 3.146703 -12.586590 -1.604383 -0.2 0.0 0.1 0.111
H 2.722758 -10.898248 -2.019654 -0.1 -0.1 0.0 0.104
```
Positions in Å, forces in eV/Å.

Output
- Energy: -184665.421 eV
- Spin multiplicity: 1
- Net charge: +1
- Maximum force: 8.44 eV/Å
- HOMO energy: -0.430 Ha